Formula: C5H11N2O
Source: the OMol25 dataset
Level of theory: ωB97M-V/def2-TZVPD

Output
- Frontier orbital gap: 0.115 Eh
- LUMO: -8.55 eV
- Relative energy (zero: lowest compared OMol25 entry of this formula, charge and spin): 168.72 kcal per mole
- Net charge: +1
- 2S+1: 1
- Highest occupied orbital energy: -0.429 Ha

Last column: Mulliken charge in e.
CARTESIAN COORDINATES (ANGSTROEM)
1 O 1.34544 -0.06863 -0.46073  -0.362
2 C 0.49947 0.57687 -1.25551  -0.289
3 C -0.80114 0.12862 -1.54218  -0.008
4 C -1.32961 -0.99563 -0.87737  -0.223
5 C -2.58332 -0.72764 0.03141  -0.482
6 C -1.34654 0.87876 1.36959  -0.234
7 N -2.18121 -0.12971 1.30386  -0.254
8 N 4.40592 0.21825 1.16858  -0.572
9 H 0.86736 1.43816 -1.77548  0.445
10 H -1.26824 0.38640 -2.49626  0.392
11 H -1.90757 -1.54326 -1.66329  0.270
12 H -0.67587 -1.67720 -0.30950  0.375
13 H -2.99033 -1.67941 0.34228  0.349
14 H -3.45195 -0.25264 -0.48800  0.376
15 H -0.98252 1.02921 2.38605  0.331
16 H -0.90339 1.28355 0.49191  0.276
17 H 3.44613 0.24198 0.87826  0.201
18 H 5.13339 0.83243 0.81119  0.204
19 H 4.72397 0.05989 2.08518  0.203

***

Formula: C3H10O2
Source: the OMol25 dataset
Level of theory: ωB97M-V/def2-TZVPD

Output
- Frontier orbital gap: 0.399 Eh
- LUMO: 0.89 eV
- Relative energy (zero: lowest compared OMol25 entry of this formula, charge and spin): 29.86 kcal per mole
- Structure (SMILES): CC(C)O.O
- Net charge: 0
- 2S+1: 1
- Highest occupied orbital energy: -0.367 Ha

Last column: Mulliken charge in e.
CARTESIAN COORDINATES (ANGSTROEM)
1 C -0.74290 1.49304 -0.34960  -1.097
2 C -0.48777 0.97715 1.10579  0.530
3 C -1.61506 1.43706 2.12810  -1.194
4 O -0.46737 -0.43263 1.09404  -0.582
5 H 0.41786 1.37073 -0.88443  0.213
6 H -1.46392 0.86562 -0.90999  0.315
7 H -1.14389 2.48415 -0.37779  0.338
8 H 0.49896 1.38306 1.53019  0.235
9 H -1.81969 2.54642 2.14775  0.318
10 H -2.62716 1.06800 2.11697  0.366
11 H -1.16683 1.18080 3.18187  0.244
12 H 0.30855 -0.97539 1.34615  0.315
13 O 3.07428 -4.28886 -4.05457  -0.637
14 H 3.34899 -5.09240 -3.59593  0.320
15 H 3.88595 -4.01676 -4.47854  0.317

***

Formula: CH5N3S
Source: the OMol25 dataset
Level of theory: ωB97M-V/def2-TZVPD

Output
- Frontier orbital gap: 0.304 Eh
- LUMO: -0.39 eV
- Relative energy (zero: lowest compared OMol25 entry of this formula, charge and spin): 90.95 kcal per mole
- Structure (SMILES): NNNC=S
- Net charge: 0
- 2S+1: 1
- Highest occupied orbital energy: -0.319 Ha

Last column: Mulliken charge in e.
CARTESIAN COORDINATES (ANGSTROEM)
1 N 1.31015 -0.21624 0.11897  -0.593
2 N 0.09586 0.07272 -0.38935  -0.111
3 N -0.80577 0.31573 0.64204  -0.398
4 C -2.26685 -0.49690 0.03188  -0.081
5 S -3.54790 0.39205 -0.32661  -0.222
6 H 1.63392 0.48242 0.81423  0.240
7 H 1.24739 -1.08308 0.61406  0.273
8 H 0.16036 0.83556 -1.18760  0.250
9 H -0.89100 1.26652 0.82701  0.230
10 H -1.81190 -1.41654 -0.11094  0.411

***

Formula: C2H7NO
Source: the OMol25 dataset
Level of theory: ωB97M-V/def2-TZVPD

Output
- Frontier orbital gap: 0.383 Eh
- LUMO: 1.04 eV
- Relative energy (zero: lowest compared OMol25 entry of this formula, charge and spin): 13.53 kcal per mole
- Structure (SMILES): NCCO
- Net charge: 0
- 2S+1: 1
- Highest occupied orbital energy: -0.344 Ha

Last column: Mulliken charge in e.
CARTESIAN COORDINATES (ANGSTROEM)
1 N -0.74900 1.33296 -0.67387  -0.587
2 C -0.45298 -0.08536 -0.52064  -0.388
3 C 0.72773 -0.25864 0.40853  -0.347
4 O 0.83742 -1.65417 0.67936  -0.510
5 H -0.94807 1.75787 0.22984  0.220
6 H -1.55655 1.47722 -1.26075  0.221
7 H -0.24752 -0.50936 -1.49529  0.317
8 H -1.26375 -0.65426 -0.06235  0.250
9 H 0.48356 0.28224 1.33222  0.252
10 H 1.66995 0.10490 -0.00677  0.280
11 H 1.49920 -1.79341 1.36972  0.292

***

Formula: C3H7N2OS
Source: the OMol25 dataset
Level of theory: ωB97M-V/def2-TZVPD

Output
- <S²>: 2.009
- Frontier orbital gap (alpha / beta): 0.339 / 0.150 Eh
- LUMO (alpha / beta): -2.97 / -8.71 eV
- Relative energy (zero: lowest compared OMol25 entry of this formula, charge and spin): 37.03 kcal per mole
- Net charge: +1
- 2S+1: 3
- Highest occupied orbital energy (alpha / beta): -0.448 / -0.470 Ha

Last column: Mulliken charge in e.
CARTESIAN COORDINATES (ANGSTROEM)
1 C -1.90116 0.28543 -0.81301  -0.377
2 C -0.97204 -1.38860 0.29905  -0.261
3 C -0.80521 0.80889 0.09976  0.644
4 N -1.95964 -0.97011 -0.60210  0.034
5 N -0.29459 2.02129 0.21077  -0.337
6 O -0.32239 -0.23748 0.72365  -0.238
7 S 3.04860 -0.33617 -0.10944  -0.336
8 H -2.46391 0.79502 -1.55167  0.438
9 H -1.57099 -1.96484 0.96547  0.276
10 H -0.20339 -2.16849 -0.04219  0.274
11 H -0.72826 2.87069 -0.06482  0.263
12 H 3.33570 -1.53727 0.17163  0.128
13 H 0.34088 1.99322 0.98531  0.285
14 H 4.49642 -0.17157 -0.27241  0.207

***

Formula: C3H7NO2
Source: the OMol25 dataset
Level of theory: ωB97M-V/def2-TZVPD

Output
- Frontier orbital gap: 0.404 Eh
- LUMO: 1.02 eV
- Relative energy (zero: lowest compared OMol25 entry of this formula, charge and spin): 28.61 kcal per mole
- Structure (SMILES): CC=O.NC=O
- Net charge: 0
- 2S+1: 1
- Highest occupied orbital energy: -0.366 Ha

Last column: Mulliken charge in e.
CARTESIAN COORDINATES (ANGSTROEM)
1 C 1.00412 1.78351 -0.19424  -0.558
2 C 1.78500 0.60184 0.29068  0.044
3 O 2.02336 -0.38220 -0.36614  -0.524
4 H 0.85917 2.55371 0.55003  0.270
5 H 0.02870 1.36868 -0.46044  0.165
6 H 1.49906 2.14730 -1.09166  0.262
7 H 2.22013 0.66257 1.30965  0.334
8 N -1.01084 -1.63044 -0.23202  -0.274
9 C -1.96125 -0.78042 0.24666  0.067
10 O -1.86952 0.42846 0.28806  -0.529
11 H -1.28568 -2.41620 -0.78645  0.231
12 H -0.06890 -1.29366 -0.37593  0.166
13 H -2.91046 -1.28022 0.49750  0.344

***

Formula: C20H31Cl2N4O3Pr
Source: the OMol25 dataset
Level of theory: ωB97M-V/def2-TZVPD

Output
- <S²>: 2.006
- Frontier orbital gap (alpha / beta): 0.192 / 0.193 Eh
- LUMO (alpha / beta): 0.23 / 0.23 eV
- Relative energy (zero: lowest compared OMol25 entry of this formula, charge and spin): 9.24 kcal per mole
- Net charge: 0
- 2S+1: 3
- Highest occupied orbital energy (alpha / beta): -0.184 / -0.185 Ha

Last column: Mulliken charge in e.
CARTESIAN COORDINATES (ANGSTROEM)
1 O 1.83118 1.97636 -3.14104  -0.432
2 C 2.13053 1.71080 -4.30468  0.022
3 C 2.77610 2.70443 -5.24023  0.356
4 C 3.34981 3.88070 -4.71356  -0.348
5 H 3.53906 3.96581 -3.64080  0.352
6 C 3.62072 4.97646 -5.54461  -0.431
7 H 3.94432 5.93276 -5.12722  0.341
8 C 3.41186 4.87344 -6.92912  -0.351
9 H 3.54861 5.73090 -7.58790  0.363
10 C 3.08748 3.62822 -7.48362  -0.451
11 H 3.00904 3.50824 -8.56881  0.340
12 C 2.79751 2.54313 -6.64105  -0.369
13 H 2.55391 1.57034 -7.06964  0.350
14 H 1.90966 0.71059 -4.75180  0.310
15 C -2.46901 1.00474 -2.67709  -1.164
16 C -2.07981 0.14620 -1.55483  0.503
17 H -3.47790 0.77009 -3.02982  0.443
18 H -1.78990 0.86380 -3.53320  0.169
19 H -2.46913 2.05724 -2.37722  0.172
20 C -2.73236 -0.79341 -0.92125  -0.140
21 C -4.23638 -1.00505 -0.99300  -1.275
22 H -2.23512 -1.52590 -0.26818  0.115
23 H -4.70024 -0.43204 -1.79417  0.328
24 H -4.71919 -0.70560 -0.06148  0.205
25 H -4.45419 -2.06043 -1.15766  0.288
26 Pr 0.56682 0.20452 -0.50644  0.864
27 Cl 0.62693 2.74125 -0.04692  -0.553
28 Cl 0.65043 -1.07301 -2.87493  -0.531
29 C -1.65180 0.81405 2.33008  0.175
30 O -0.84448 0.10467 1.65831  -0.470
31 N -2.30026 0.40881 3.43923  0.215
32 C -1.90954 -0.80830 4.15502  -0.901
33 C -3.41971 1.16133 4.01793  -0.897
34 H -1.87918 1.85750 2.01962  0.320
35 H -1.11334 -1.28861 3.58649  0.180
36 H -2.78009 -1.47055 4.24650  0.324
37 H -1.55629 -0.55550 5.16439  0.315
38 H -3.69610 1.98793 3.36256  0.308
39 H -3.16459 1.57373 5.00145  0.339
40 H -4.28851 0.50547 4.14962  0.297
41 H 0.66340 -5.58645 0.87798  0.342
42 H 2.89817 -5.65763 -0.35017  0.303
43 C 0.28211 -4.95778 0.06495  -0.956
44 C 2.47757 -4.99358 -1.11763  -0.876
45 N 1.37773 -4.20687 -0.54252  0.239
46 H -0.42658 -4.22805 0.45307  0.202
47 C 1.40488 -2.88095 -0.44555  0.191
48 O 0.60334 -2.17654 0.25014  -0.579
49 H 3.25522 -4.31617 -1.47781  0.298
50 H 2.15921 -2.36341 -1.06675  0.387
51 H -0.20550 -5.59361 -0.68336  0.342
52 H 2.12206 -5.60536 -1.95669  0.316
53 N 4.68176 0.68655 1.67835  -0.067
54 C 4.38519 -0.44264 2.45388  -0.609
55 C 3.15846 -0.87292 2.01340  -0.598
56 N 2.69887 -0.02632 0.99880  0.242
57 C 3.65007 0.89258 0.81990  -0.409
58 H 5.53916 1.24314 1.71518  0.232
59 H 5.05412 -0.83551 3.19205  0.422
60 H 2.57953 -1.72518 2.32662  0.463
61 H 3.61723 1.71172 0.09422  0.435

***

Computed values of molecular weight (unit: g mol⁻¹) for the preceding records, in sequence: 115.16; 78.11; 91.14; 61.08; 119.17; 89.09; 587.31.